(1)
C24H33MgN7O2S2 as an isolated structure, computed with ωB97M-V/def2-TZVPD.

Last column: Mulliken charge in e.
Atoms and positions in Å:
Mg 0.76626 -0.97818 -0.31831  1.331
C -2.81372 0.20477 -3.70607  -0.896
N -1.37919 0.44836 -3.78993  0.029
C -1.03085 1.73658 -4.38877  -0.677
C 0.47658 1.83107 -4.18756  -0.655
N 0.73574 0.79611 -3.20763  0.520
C 2.10009 0.32730 -3.04370  -1.132
C -0.35471 0.01382 -2.98052  0.024
N -0.28562 -0.96458 -2.11699  -0.144
C -1.38318 -1.92743 -1.92232  -0.914
C -0.96730 -2.91091 -0.82728  -1.017
N -0.79250 -2.13650 0.41597  -0.086
C -1.21745 -2.46907 1.58996  0.042
N -1.22317 -1.58054 2.63015  0.184
C -0.58292 -0.27800 2.58236  -0.694
C -1.38565 -2.26805 3.89369  -0.698
C -2.12202 -3.52129 3.45375  -0.698
N -1.65705 -3.68076 2.07825  0.048
C -2.18735 -4.79203 1.30979  -1.114
H -3.30972 0.96927 -3.10249  0.314
H -3.04977 -0.76467 -3.29718  0.320
H -3.21687 0.24433 -4.71894  0.315
H -1.56255 2.53694 -3.86694  0.325
H -1.32291 1.75851 -5.43912  0.403
H 0.77969 2.80724 -3.80925  0.315
H 1.03588 1.63274 -5.10639  0.290
H 2.52023 0.07052 -4.02315  0.326
H 2.13828 -0.54450 -2.40089  0.449
H 2.70670 1.10430 -2.58317  0.326
H -1.61721 -2.47675 -2.83967  0.527
H -2.29325 -1.45142 -1.55273  0.436
H -0.01004 -3.37429 -1.10992  0.182
H -1.71048 -3.69565 -0.78151  0.481
H -0.73984 0.17778 1.60768  -0.184
H 0.48994 -0.33327 2.77698  0.291
H -1.06347 0.36377 3.32061  0.435
H -1.96239 -1.66333 4.58913  0.350
H -0.41822 -2.50116 4.34964  0.316
H -3.20755 -3.38585 3.49238  0.340
H -1.85786 -4.39458 4.04645  0.412
H -2.45287 -5.57713 2.01533  0.382
H -1.44581 -5.20588 0.63188  0.402
H -3.08839 -4.53000 0.74644  0.368
O 2.01430 -1.51283 1.29279  -0.683
C 2.83902 -1.31771 0.35559  0.206
O 2.59550 -1.75632 -0.82147  -0.779
C 3.89324 -0.26661 0.53605  0.491
C 5.23558 -0.51120 0.77841  -0.433
C 6.12232 0.54663 0.92989  -0.530
C 5.64971 1.84740 0.82391  -0.564
C 4.30729 2.09349 0.55981  -0.851
C 3.39387 1.04620 0.41235  0.294
S 1.68500 1.36370 0.02072  -0.320
H 5.58738 -1.53464 0.85782  0.461
H 7.17014 0.35580 1.12988  0.373
H 6.33343 2.68033 0.93803  0.378
H 3.94866 3.11149 0.45885  0.426
S -2.24214 1.50546 -0.30733  -0.263
C -2.00380 2.72239 0.83720  0.649
N -0.74876 3.05337 1.24380  0.440
C -0.44484 3.99223 2.16927  -0.133
C -1.42227 4.70884 2.77493  -0.806
C -2.75567 4.43155 2.39723  -0.027
C -3.03930 3.47458 1.46514  -0.951
H 0.03460 2.53411 0.82106  -0.587
H 0.61038 4.11465 2.37458  0.448
H -1.18157 5.46032 3.51260  0.410
H -3.56466 4.98777 2.85802  0.367
H -4.05489 3.25140 1.17082  0.409

Calculated values
F_max: 0.79 eV Å⁻¹
highest occupied orbital energy: -6.880 eV
gap between HOMO and LUMO: 7.42 eV
LUMO level: 0.0197 Eh
E_tot: -67068.955 eV

=====

(2)
C34H54Br2Cl2I2N3O2 as an isolated structure at a distorted geometry, computed with ωB97M-V/def2-TZVPD.

Last column: Mulliken charge in e.
Atoms and positions in Å:
C -7.38008 3.94410 0.48743  -1.396
C -6.11175 3.85777 1.45048  0.297
C -6.11256 2.41395 2.07022  -1.456
C -4.68197 1.78517 2.39458  1.084
C -3.89814 3.04763 3.01988  -0.524
C -3.89893 1.05193 1.24203  1.558
C -4.22498 1.70021 -0.21456  -1.266
C -3.26003 2.87731 -0.62488  0.377
C -3.81689 3.46229 -2.00488  -0.788
Cl -5.02866 4.77888 -1.79993  -0.172
O -2.53394 1.53598 1.43286  0.085
C -1.63780 0.76404 2.20843  -0.733
C -2.13832 -0.04240 3.46144  1.031
Cl -1.63679 -1.83021 3.19302  -0.163
C -1.64864 0.30431 4.90643  -0.696
C -2.81731 0.94122 5.79345  -1.162
C -0.31842 1.66960 2.39890  -0.306
N 0.81754 0.88124 2.96539  -0.111
C 1.71825 0.48962 1.88993  -0.165
C 1.51050 -0.79889 1.22176  -0.036
C 2.41354 -1.12171 0.11273  -0.676
C 3.41666 -0.13759 -0.22619  0.212
N 3.64867 1.04997 0.38292  -0.550
C 2.79692 1.32481 1.39901  -0.085
C -0.48780 3.09272 2.95391  -0.576
Br -0.61699 3.56765 4.87170  -0.098
C -0.50887 4.19231 2.14148  0.206
C -0.34556 4.17956 0.60513  -1.153
Br -0.71778 6.02114 2.85028  -0.135
C -4.03839 -0.46221 0.94679  -1.530
I -2.58842 -1.43229 -0.41388  -0.046
C -4.95955 -1.38517 1.34070  0.346
C -4.93939 -2.90669 0.93090  -1.456
I -6.63956 -0.91614 2.55664  0.067
H -7.38526 3.06740 -0.22052  0.258
H -7.40031 4.88540 -0.10848  0.350
H -8.28886 3.82736 1.12802  0.391
H -5.19233 4.13570 0.88952  -0.121
H -6.28385 4.67493 2.20618  0.375
H -6.72788 2.38698 3.00422  0.464
H -6.61697 1.75474 1.30837  0.304
H -4.84732 1.18021 3.32951  0.232
H -3.13552 2.60528 3.69864  -0.740
H -3.49815 3.73785 2.25133  0.061
H -4.60914 3.60243 3.69324  0.663
H -5.29181 1.99421 -0.34277  0.204
H -4.07106 0.93522 -1.02820  0.532
H -2.29074 2.39235 -0.92388  0.225
H -3.14436 3.68580 0.12551  -0.063
H -2.93300 3.77858 -2.62229  0.430
H -4.23156 2.56943 -2.54990  0.357
H -1.19354 -0.01641 1.51720  0.144
H -3.25131 -0.16020 3.53736  0.065
H -1.47507 -0.67504 5.43637  0.645
H -0.68104 0.83966 5.01033  0.298
H -2.59082 0.65102 6.85511  0.433
H -2.86394 2.04935 5.72731  0.194
H -3.79463 0.44207 5.54653  0.222
H 0.01227 1.80540 1.33040  0.363
H 0.51302 -0.01511 3.34723  0.476
H 0.68303 -1.47899 1.53541  0.272
H 2.24384 -2.08023 -0.42200  0.360
H 4.07572 -0.38540 -1.09719  0.094
H 2.93033 2.31275 1.90839  0.442
H -1.07730 4.91760 0.18150  0.489
H -0.51351 3.21136 0.09433  0.094
H 0.67206 4.60344 0.37233  0.394
H -5.76858 -3.47975 1.40394  0.437
H -3.98433 -3.37327 1.29619  0.341
H -5.06432 -3.00428 -0.17677  0.360
C 6.17818 -2.71566 -5.82682  -1.783
C 6.01785 -2.37936 -4.32020  1.607
C 7.41296 -2.36503 -3.65732  -1.166
C 8.00386 -3.76628 -3.48301  -0.485
C 7.03739 -4.69024 -2.74726  -1.159
C 5.62495 -4.73063 -3.36981  1.409
N 5.09631 -3.35338 -3.63975  0.767
O 4.75692 -2.86719 -2.56717  -0.269
C 5.63813 -5.55101 -4.67918  -1.624
C 4.69625 -5.54533 -2.44514  -1.745
C 5.41735 -0.95796 -4.33269  -1.728
H 6.37264 -1.81634 -6.41055  0.482
H 7.01914 -3.37634 -6.03382  0.343
H 5.27324 -3.16560 -6.23928  0.372
H 7.35797 -1.88554 -2.67312  0.394
H 8.09788 -1.75914 -4.25358  0.355
H 8.26750 -4.19674 -4.45211  0.333
H 8.94057 -3.69864 -2.92343  0.401
H 7.45702 -5.69845 -2.72414  0.400
H 6.97310 -4.36398 -1.70302  0.392
H 4.66444 -5.51220 -5.17289  0.409
H 5.85600 -6.59916 -4.47368  0.455
H 6.39288 -5.23002 -5.39193  0.309
H 4.66811 -5.15657 -1.42583  0.390
H 5.03896 -6.57713 -2.37409  0.441
H 3.67443 -5.56250 -2.83223  0.453
H 4.44502 -0.94804 -4.82931  0.471
H 6.07065 -0.27217 -4.87173  0.476
H 5.29196 -0.53734 -3.33357  0.273

Calculated values
F_max: 7.36 eV Å⁻¹
highest occupied orbital energy: -10.300 eV
gap between HOMO and LUMO: 2.96 eV
charge: +1
LUMO level: -0.2697 Eh
E_tot: -226015.868 eV

=====

(3)
A 3-piece molecular cluster, C4H11N3 overall at a distorted geometry, computed with ωB97M-V/def2-TZVPD.

Last column: Mulliken charge in e.
Atoms and positions in Å:
C -0.56255 -0.19664 0.38231  -0.197
C 0.68406 0.26031 -0.03954  -0.232
C 1.28197 -1.24044 1.47404  -1.158
N -1.21468 -1.31920 -0.07888  -0.478
N 1.33069 -0.11688 -1.19201  -0.387
C -1.20664 1.57511 -0.90119  -0.300
N -1.28707 2.62482 -0.19831  -0.561
H -0.97090 0.29357 1.25195  0.449
H 1.04067 1.14941 0.45835  0.466
H -1.30848 -1.38402 -1.08357  0.216
H -2.08020 -1.52624 0.39488  0.261
H 2.15277 0.41508 -1.42912  0.245
H 1.26850 -1.09083 -1.45080  0.220
H -1.81584 3.39417 -0.63514  0.219
H -1.66258 1.49544 -1.91378  0.267
H 2.25296 -0.78893 1.67084  0.345
H 0.71823 -1.38703 2.39266  0.366
H 1.37908 -2.15769 0.89732  0.261

Calculated values
F_max: 3.25 eV Å⁻¹
highest occupied orbital energy (alpha / beta): -6.022 / -6.026 eV
energy relative to the best compared isomer or geometry (same formula, charge and spin): 151.77 kcal per mole
gap between HOMO and LUMO (alpha / beta): 6.89 / 6.89 eV
LUMO level (alpha / beta): 0.0318 / 0.0318 Eh
E_tot: -8791.038 eV

=====

(4)
An isolated molecule of C3H3NO2, computed with ωB97M-V/def2-TZVPD.

Last column: Mulliken charge in e.
Atoms and positions in Å:
O 2.15779 -0.04355 0.08624  -0.298
C 0.70348 -0.27644 0.29246  0.692
N 1.31772 -1.39023 0.46118  -0.359
O -1.91378 -1.16903 -0.06294  -0.542
C -1.66026 0.02313 -0.02931  0.070
C -0.33137 0.58004 0.15532  -0.618
H 2.32727 -0.14797 -0.87207  0.391
H -2.46006 0.77758 -0.18525  0.320
H -0.14078 1.64648 0.15436  0.345

Calculated values
F_max: 0.57 eV Å⁻¹
highest occupied orbital energy: -9.034 eV
energy relative to the best compared isomer or geometry (same formula, charge and spin): 128.35 kcal per mole
gap between HOMO and LUMO: 8.77 eV
LUMO level: -0.0097 Eh
E_tot: -8739.566 eV

=====

(5)
An isolated ion of composition CH4IN2 and charge +1 at a distorted geometry, computed with ωB97M-V/def2-TZVPD.

Last column: Mulliken charge in e.
Atoms and positions in Å:
N -0.04620 1.27284 -0.33199  -0.318
C -0.18791 -0.03835 -0.34726  0.363
N 0.33791 -0.88631 0.46519  -0.575
I 0.03901 -3.01189 0.48020  0.374
H -0.65899 1.81496 -0.85391  0.253
H 0.44360 1.78298 0.48174  0.272
H -0.76008 -0.30307 -1.30214  0.266
H 0.83266 -0.63116 1.40818  0.366

Calculated values
F_max: 4.47 eV Å⁻¹
highest occupied orbital energy: -14.429 eV
energy relative to the best compared isomer or geometry (same formula, charge and spin): 22.31 kcal per mole
gap between HOMO and LUMO: 8.67 eV
charge: +1
LUMO level: -0.2117 Eh
E_tot: -12174.958 eV

=====

(6)
An isolated molecule of C4H12N2 at a distorted geometry, computed with ωB97M-V/def2-TZVPD.

Last column: Mulliken charge in e.
Atoms and positions in Å:
N -2.11498 -0.27621 -2.04438  -0.552
C -1.30815 -0.50380 -0.83984  -0.393
C -0.46663 0.74052 -0.56712  -0.683
C 0.25106 0.72962 0.76246  -0.555
C 1.28741 -0.39761 0.86007  -0.368
N 2.25230 -0.14402 1.89541  -0.449
H -2.37051 -1.14570 -2.48957  0.220
H -1.61163 0.32609 -2.67090  0.208
H -1.99613 -0.62400 -0.00413  0.229
H -0.70352 -1.41832 -0.87060  0.295
H 0.21191 0.81357 -1.42831  0.337
H -1.18609 1.55010 -0.66960  0.363
H -0.49084 0.63440 1.55627  0.213
H 0.81398 1.65038 0.85441  0.330
H 0.76333 -1.33719 1.01622  0.322
H 1.79304 -0.45382 -0.09821  0.207
H 2.60574 -0.84824 2.50596  0.150
H 2.71929 0.73504 1.94093  0.128

Calculated values
F_max: 1.23 eV Å⁻¹
highest occupied orbital energy: -8.627 eV
energy relative to the best compared isomer or geometry (same formula, charge and spin): 13.89 kcal per mole
gap between HOMO and LUMO: 9.87 eV
LUMO level: 0.0455 Eh
E_tot: -7322.426 eV